Record 1
ORCA calculation (wB97M-V/def2-TZVPD) on 5 unconnected molecules or ions with the total composition C23H51F8N4O8S.

Results
Relative energy (zero: lowest compared OMol25 entry of this formula, charge and spin), eV: 0.000
HOMO energy, hartree: -0.2007
Frontier orbital gap, eV: 7.73
Charge: -1

XYZ file:
```
95
Properties=species:S:1:pos:R:3:lowdin_charge:R:1
H -4.350 0.405 -6.992 0.128
H 5.303 1.779 -3.798 0.118
C 2.817 2.040 1.788 -0.191
F -2.776 -2.621 1.314 0.095
O 0.838 1.303 -0.752 -0.368
H -4.072 1.953 -4.973 0.080
C -1.145 0.613 -4.338 -0.098
F 0.073 -3.394 1.162 0.126
C -3.572 2.084 -5.935 -0.069
H -3.423 -0.415 -4.800 0.119
H -2.282 -0.448 2.466 0.129
C 4.996 1.630 3.083 -0.075
C 5.612 -0.569 -4.716 -0.116
H 2.007 1.484 1.312 0.103
N -2.529 0.951 -7.824 0.030
H 3.406 2.484 0.976 0.121
F -3.073 -0.885 0.021 0.130
C 0.971 -3.418 -1.036 -0.274
H -2.601 1.474 0.554 0.121
H 6.050 0.182 -0.537 0.065
C 2.970 4.207 2.792 -0.115
C 3.372 0.309 -2.512 -0.057
F 1.732 -4.370 -0.441 0.088
H -4.522 -3.585 7.826 0.088
S 0.064 2.527 -0.912 0.395
C -3.370 0.747 -6.639 -0.440
H 5.538 -1.007 -1.498 0.065
H 5.639 0.824 3.439 0.069
H -0.206 3.188 1.348 0.084
H -6.310 -0.480 5.377 0.075
F 0.954 -1.535 0.404 0.170
H 2.088 0.081 3.461 0.063
H 2.288 5.045 2.940 0.084
H -1.989 1.813 2.174 0.123
H -2.951 -1.317 -6.247 0.115
H 6.322 -1.063 -5.381 0.081
H -5.655 -4.058 6.007 0.117
H -1.008 1.643 -4.668 0.073
O 0.895 3.724 -0.960 -0.372
O -3.626 -3.671 5.954 -0.185
H -2.753 -3.740 7.779 0.086
H 3.615 4.433 1.937 0.092
H -4.945 -0.901 6.395 0.064
N 5.218 -0.190 -0.986 0.046
N -4.282 -1.661 3.960 0.050
H -1.580 1.111 -7.497 0.069
C -3.613 -3.265 7.306 -0.112
H -6.465 -1.794 6.551 0.076
H 4.894 -1.312 -4.362 0.074
C 3.656 1.067 2.620 -0.427
F 1.786 -2.589 -1.718 0.102
C -2.130 -1.589 0.695 -0.391
H -1.602 3.548 0.330 0.098
H 0.288 -3.886 -1.741 0.164
H -3.507 -2.182 7.410 0.075
H 4.519 1.716 -1.414 0.133
H 3.423 -0.720 -2.875 0.058
C -2.831 -0.362 -5.725 -0.230
F -1.780 -3.338 -0.858 0.115
C -1.189 -2.192 -0.398 -0.344
H -3.433 -1.619 4.519 0.074
O 2.186 3.063 2.548 -0.193
H -4.042 -2.260 3.176 0.055
O -0.911 0.408 1.141 -0.128
H -1.918 0.590 -3.568 0.079
H 4.871 2.334 3.908 0.059
O -1.462 -0.262 -5.423 -0.193
C -4.892 -3.660 5.323 -0.209
C -1.685 1.597 1.140 -0.215
H -6.172 -2.491 4.108 0.135
C -5.321 -2.296 4.769 -0.433
C -1.491 -0.696 1.746 -0.119
C 0.228 -2.604 0.062 -0.369
H 6.569 1.673 -2.568 0.117
C -0.885 2.772 0.604 -0.210
H -2.624 2.588 -5.752 0.069
H -4.804 -4.357 4.486 0.122
H 3.589 4.103 3.690 0.069
H -0.212 0.273 -3.893 0.085
C 4.709 0.785 -1.958 -0.423
H -2.477 0.083 -8.349 0.063
H 5.072 0.197 -5.282 0.089
C 5.745 1.125 -3.035 -0.208
H -4.182 2.743 -6.554 0.070
H 3.039 0.950 -3.331 0.087
H -0.718 -1.257 2.275 0.137
N 2.925 0.556 3.786 0.038
H 2.613 0.356 -1.735 0.047
O -0.948 2.436 -1.965 -0.367
H 3.864 0.216 1.965 0.130
C -5.787 -1.315 5.841 -0.072
H 5.508 2.145 2.268 0.073
H 2.577 1.360 4.302 0.063
F -1.081 -1.350 -1.430 0.178
O 6.352 0.003 -3.658 -0.195
```

=====

Record 2
ORCA calculation (wB97M-V/def2-TZVPD) on a molecular structure, C23H51N3NaO5SiTa at a distorted geometry.

Results
Relative energy (zero: lowest compared OMol25 entry of this formula, charge and spin), eV: 0.000
HOMO energy, hartree: -0.5651
Frontier orbital gap, eV: 8.31
Charge: +2

XYZ file:
```
85
Properties=species:S:1:pos:R:3:lowdin_charge:R:1
C 3.237 0.906 1.381 -0.032
H -2.394 1.115 -3.421 0.060
H -0.238 0.969 -4.830 0.069
C 2.983 -0.160 2.433 -0.563
Ta -0.296 -0.195 -1.587 1.816
H 0.604 1.427 4.793 0.084
H 1.764 2.705 -1.379 0.102
C 1.513 1.880 -2.079 -0.095
H 4.106 0.764 4.018 0.109
Si 0.211 0.055 1.922 0.047
H -2.650 2.868 3.486 0.117
H 2.596 1.784 1.528 0.075
H 2.395 1.247 3.981 0.063
C -0.415 3.954 -3.037 -0.019
C -2.479 -2.337 1.622 -0.030
H -2.999 -3.299 1.771 0.111
C -2.654 -1.781 4.070 -0.021
H -3.237 -1.578 1.388 0.089
C -3.367 -0.916 -1.533 -0.336
H -2.323 1.487 2.407 0.084
C -0.078 2.039 -4.628 -0.023
H 3.110 0.500 0.369 0.072
C -1.176 -1.909 -4.483 -0.047
O 1.579 -0.749 2.266 -0.103
H -0.939 4.517 -3.824 0.112
C -0.548 2.420 3.244 -0.525
H -0.963 0.645 4.414 0.074
N 0.021 1.664 -2.183 -0.316
H 0.145 -3.008 2.403 0.083
C -2.149 2.171 -3.234 -0.053
H 2.619 -1.673 -2.751 0.103
H -0.920 2.158 5.337 0.116
H 2.015 0.954 -1.738 0.066
H -3.219 -2.705 4.262 0.106
C -0.603 -2.973 3.203 -0.020
C -0.111 -2.592 -3.654 -0.649
H -2.044 3.178 1.841 0.088
C -0.442 1.603 4.515 -0.016
H 3.829 -1.791 1.251 0.085
N 0.465 -1.601 -2.694 -0.271
H -1.801 -2.452 0.768 0.069
C -0.659 2.456 -3.273 -0.643
C -0.701 -3.713 -2.807 -0.030
H 1.514 -2.343 -5.083 0.098
C -1.974 2.487 2.701 -0.010
C 0.108 3.792 3.392 -0.011
H 0.998 2.243 -4.691 0.082
H 0.515 -3.786 -5.335 0.108
O -1.070 -0.598 2.644 -0.135
O 0.316 1.690 2.145 -0.195
C 1.788 -1.984 -2.095 -0.107
O -0.016 0.011 0.272 -0.370
H -1.986 -1.496 -3.878 0.051
H -1.032 -3.984 3.317 0.108
H -0.105 -2.706 4.150 0.105
H 0.059 4.382 2.461 0.085
H -2.095 -1.530 4.980 0.094
H -1.478 -3.333 -2.130 0.071
H 1.164 3.699 3.694 0.100
H 1.914 2.145 -3.066 0.095
C 3.923 -1.346 2.252 -0.022
H -0.414 4.368 4.174 0.111
H 0.074 -4.189 -2.196 0.086
N -2.197 -0.587 -1.645 -0.052
H -1.623 -2.650 -5.163 0.111
H 3.728 -2.123 3.005 0.101
H -2.597 2.472 -2.274 0.094
H -3.385 -0.985 3.860 0.097
H -1.156 -4.477 -3.455 0.111
Na -0.052 2.500 0.019 0.481
H 1.935 -1.524 -1.101 0.062
H -0.830 4.271 -2.067 0.089
H 0.651 4.209 -3.089 0.094
H 1.827 -3.075 -1.959 0.095
H 4.279 1.256 1.462 0.113
C 0.980 -3.149 -4.571 -0.031
H 1.701 -3.770 -4.032 0.087
H -2.631 2.770 -4.026 0.114
H 2.857 -0.381 4.579 0.109
H -0.577 2.621 -5.423 0.114
H -0.741 -1.113 -5.102 0.079
O -4.491 -1.232 -1.362 0.228
C 3.081 0.403 3.841 -0.014
C -1.716 -1.985 2.887 -0.539
H 4.965 -1.009 2.371 0.104
```

=====

Record 3
ORCA calculation (wB97M-V/def2-TZVPD) on 10 unconnected molecules or ions with the total composition C23H52Br14Cl2N2O2 at a distorted geometry.

Results
Relative energy (zero: lowest compared OMol25 entry of this formula, charge and spin), eV: 0.321
HOMO energy, hartree: -0.3162
Frontier orbital gap, eV: 8.65

XYZ file:
```
95
Properties=species:S:1:pos:R:3:lowdin_charge:R:1
H -3.776 2.949 3.916 0.015
H 1.826 -3.157 -0.474 0.016
H 1.546 1.437 5.089 0.011
H 6.437 -0.305 0.733 0.066
H 3.085 -0.146 -4.019 0.048
H 1.544 -4.536 -1.399 0.071
C 1.933 -1.952 -4.232 -0.438
H -2.628 -0.530 2.499 0.018
H -3.752 -3.183 -1.832 0.128
C -3.373 -3.087 0.234 -0.206
C -1.304 2.496 -5.611 -0.599
H -1.004 -2.453 -1.758 0.026
H 2.766 -2.661 -4.301 0.132
H 2.087 3.746 -3.081 -0.048
H -3.561 -1.636 3.374 0.030
C 4.659 0.374 1.793 -0.704
Br -3.350 4.329 6.432 0.617
H -0.286 4.327 -5.040 0.065
H -1.694 -4.925 -0.531 0.075
C -3.238 3.828 3.568 -0.722
H 0.772 1.685 -0.839 -0.047
H -5.978 -2.876 1.115 0.090
C 5.355 -0.415 0.705 -0.689
Br 5.061 2.264 1.545 0.604
Br 4.710 -2.255 0.733 0.675
Br 1.185 -0.181 0.850 0.724
C 1.817 -3.479 -1.519 -0.136
H 0.236 0.165 -1.503 0.038
H -2.187 3.568 3.502 -0.020
H 5.075 0.039 2.741 0.064
H 2.768 -0.938 -2.454 0.053
Br 2.223 6.343 -1.400 0.623
H 1.139 -2.374 -5.991 0.075
C 0.219 0.777 -0.605 -0.683
C 2.894 3.798 -2.355 -0.701
C -2.185 -4.637 -1.468 -0.037
H 0.557 -2.631 2.841 0.024
Br 2.435 3.354 3.696 0.603
O 0.787 -2.769 -2.156 -0.248
H -2.671 5.689 4.499 0.052
H -0.157 -2.330 -3.851 0.114
Br -3.785 4.382 1.783 0.604
H -5.926 -2.639 -0.642 0.089
H -1.430 -4.586 -2.247 0.069
H 3.581 0.272 1.767 -0.048
H -1.759 1.746 -0.933 0.026
H 1.652 4.029 -0.479 0.028
H -2.552 -2.994 0.950 0.125
N -1.967 -2.211 -1.553 0.070
Br -0.840 0.547 -5.582 0.710
C -1.152 1.278 -0.160 -0.644
H 3.742 4.302 -2.804 0.047
H -1.445 2.753 -6.658 0.063
H 2.816 -3.345 -1.936 0.084
H 0.847 -0.884 -5.582 -0.109
C -3.398 -0.566 3.267 -1.008
Br -0.265 2.968 -2.995 0.790
H 0.830 3.044 -5.283 0.066
Br 3.453 1.927 -2.125 0.736
C 2.358 -0.720 -3.442 -0.132
Br 0.972 3.348 7.120 0.630
H -2.913 -5.416 -1.694 0.078
H -0.241 3.913 4.939 0.044
C -0.183 3.245 -4.948 -0.615
H 1.712 -4.629 4.052 0.048
H 3.180 -4.173 3.187 0.057
Cl -4.935 0.195 2.843 0.553
H 0.867 -3.777 -3.984 0.129
H -0.754 2.415 5.587 0.020
H -2.252 2.593 -5.096 0.052
H 1.576 0.023 -3.246 0.027
H -1.770 0.452 0.195 0.040
C 2.095 -4.140 3.159 -0.665
H -3.987 -3.957 0.505 0.124
C 2.495 4.437 -1.023 -0.667
C 0.144 3.005 5.400 -0.734
C -2.875 -3.307 -1.183 -0.416
H 3.417 4.385 -0.448 0.031
N 1.624 -1.555 -5.607 0.021
C 1.082 2.225 4.504 -0.722
H 5.088 0.015 -0.262 0.012
C 0.808 -2.761 -3.571 -0.196
H 0.560 1.801 3.648 -0.008
C -5.588 -2.234 0.314 -0.133
H 2.275 -2.250 2.340 -0.054
Cl -2.784 0.174 4.762 0.523
H -2.064 -1.380 -0.991 0.040
Br 1.780 -1.652 4.768 0.594
C -3.465 4.948 4.574 -0.676
H -4.405 5.487 4.517 0.044
H -6.075 -1.284 0.536 0.064
O -4.211 -1.949 0.360 -0.218
C 1.612 -2.707 3.069 -0.714
Br 1.354 -5.152 1.657 0.669
Br -0.869 2.647 1.224 0.676
```